(1)
A cluster of 2 separate species, C4H10N2O2 in total at a distorted geometry. Source: the OMol25 dataset; level of theory: wB97M-V/def2-TZVPD.

Structure (XYZ):
```
18
Properties=species:S:1:pos:R:3:forces:R:3
C -2.099377 -0.090357 -0.065218 -0.11 -1.76 -1.93
C -3.660548 -0.210243 0.021712 0.98 -1.88 -3.00
C 2.275899 0.061732 -0.058857 -4.05 2.50 -2.25
C 3.756616 0.108346 0.125321 -0.85 5.05 0.25
H -0.769672 1.381898 0.107393 1.84 1.09 -0.01
H -2.524798 2.017100 0.192676 2.79 -2.27 -0.29
H -4.317906 -0.939645 -0.600003 2.00 1.15 0.24
H -4.086919 0.728926 -0.054406 -0.94 1.88 -0.18
H -3.858651 -0.582934 0.935757 -0.58 -1.01 3.58
H 0.692829 -1.206517 -0.292443 1.31 0.05 0.69
H 2.223206 -2.144107 -0.056558 -1.13 3.14 0.48
H 4.167418 -0.839605 0.225962 1.12 -1.37 0.09
H 4.051705 0.888754 0.938045 -0.65 -1.83 -0.80
H 4.038739 0.759120 -0.739710 0.40 -1.21 0.18
N -1.738387 1.260681 0.066344 -3.43 -1.79 0.10
N 1.700738 -1.179561 0.041444 -0.37 -1.35 -1.08
O -1.357965 -1.123954 -0.315040 -2.16 4.46 1.36
O 1.507080 1.110368 -0.472422 3.82 -4.84 2.58
```
Forces are in eV/Å.

## Properties
HOMO energy = -9.389 eV
E_LUMO = 0.0319 Ha
energy above the lowest of the compared OMol25 structures with the same formula, charge and spin = 56.37 kcal/mol
orbital gap = 10.256 eV
SMILES = CC(N)=O.CC(N)=O


(2)
A structure of composition C5H9AgNaO4 at a distorted geometry. Source: the OMol25 dataset; level of theory: wB97M-V/def2-TZVPD.

Structure (XYZ):
```
20
Properties=species:S:1:pos:R:3:forces:R:3
O -0.279373 2.925517 -0.094375 1.12 -1.46 -0.20
C 0.771426 2.165545 -0.021628 -0.76 3.01 0.59
C 0.844484 0.819080 0.257497 -0.98 -2.32 -1.36
O -0.433504 0.239572 0.521820 0.76 1.22 0.10
C -0.610318 -1.100273 0.156662 0.38 -0.97 -0.16
C -2.060324 -1.468675 0.361319 0.08 -0.27 0.35
O -2.865693 -0.607479 -0.427860 -0.02 0.41 -0.18
C -4.236290 -0.950415 -0.423694 -0.29 -0.17 0.04
Na -2.072185 1.612003 -0.242272 0.20 0.11 0.04
H 1.764190 2.657708 -0.132097 -0.54 -0.23 -0.05
H 0.018312 -1.774144 0.770870 -0.16 0.30 -0.23
H -0.335783 -1.255261 -0.902829 -0.03 0.12 0.34
H -2.339887 -1.366030 1.424433 0.04 -0.02 -0.23
H -2.217829 -2.518532 0.061856 0.04 0.25 0.05
H -4.765309 -0.205030 -1.029528 0.10 -0.23 0.15
H -4.389605 -1.948964 -0.863163 0.01 0.25 0.12
H -4.639690 -0.942828 0.602094 0.05 -0.02 -0.24
Ag 2.630837 -0.287898 -0.018740 -2.60 1.40 -0.91
O 3.812045 -0.874829 1.327219 2.52 -1.21 3.31
H 3.664930 -0.678256 2.283842 0.05 -0.18 -1.53
```
Forces are in eV/Å.

## Properties
<S²> = 0.7631
HOMO energy (spin up / spin down) = -7.087 / -6.913 eV
E_LUMO (spin up / spin down) = -0.0247 / -0.0249 Ha
energy above the lowest of the compared OMol25 structures with the same formula, charge and spin = 0.00 kcal/mol
orbital gap (spin up / spin down) = 6.415 / 6.235 eV
multiplicity = 2